No. 1
DFT (the ωB97M-V functional and the def2-TZVPD basis) results for C28H29I2MoN2O5P2S as an isolated structure.

ORCA input file:
```
! wB97M-V def2-TZVPD RIJCOSX def2/J DEFGRID3
* xyz 3 1
H 3.59 -1.21 -2.70
C 0.45 -4.08 -4.51
C 0.35 -2.41 -2.78
H 0.55 -4.33 -5.56
C 3.90 -1.57 -1.72
H -7.86 3.58 2.29
C 3.53 -1.54 1.14
H -2.59 2.81 3.22
H -0.41 3.67 -1.11
H 2.16 4.13 -0.45
H 0.91 1.38 2.92
N -1.11 1.19 2.50
H 3.23 -2.59 1.16
O -1.93 -0.33 0.52
H 6.10 2.87 0.57
H 4.96 -1.35 -1.58
C -5.92 1.80 1.58
C 2.50 2.00 -0.49
P 2.93 -0.78 -0.40
O -1.63 2.20 -0.32
H 3.09 -1.04 2.01
H 1.22 2.91 -3.08
I 0.58 -1.18 -5.53
C -5.93 2.74 2.63
O 0.55 -1.72 3.09
C 2.87 3.33 -0.30
C -0.33 2.79 -0.46
S -2.03 0.83 1.38
H -0.09 0.60 4.17
H -6.86 1.53 1.12
C 3.43 0.97 -0.27
C 0.08 0.68 3.09
C -3.58 1.58 1.76
C 4.73 1.30 0.11
C 0.22 -4.81 -2.19
O 0.37 -1.21 -2.20
H 0.13 -3.54 1.45
C 0.95 1.87 -2.90
N 0.26 -3.00 -0.54
H 1.72 1.23 -3.34
C 0.44 -0.69 2.50
H 4.45 4.67 0.23
C 0.28 -3.45 -1.82
P 0.86 1.51 -1.12
C -4.71 3.10 3.20
C 0.44 -2.73 -4.12
H 4.62 -1.49 1.20
O 0.58 -0.61 1.19
H -4.77 0.49 0.34
C 0.13 -3.90 0.43
H -0.13 -5.95 0.98
H -0.03 -6.78 -1.36
C -3.53 2.54 2.77
C 0.33 -5.10 -3.59
H -7.03 4.19 3.74
C -4.76 1.22 1.13
H -4.68 3.83 4.00
H -7.74 2.59 3.72
H -1.98 1.93 -1.19
Mo 0.52 -0.81 -0.52
H 3.75 -2.65 -1.65
H -0.04 3.11 0.54
C 5.09 2.63 0.29
H 5.45 0.52 0.29
C 0.06 -5.73 -1.14
C 4.17 3.64 0.10
C -7.20 3.32 3.12
I 0.31 -7.09 -4.27
H 0.00 1.65 -3.39
C 0.00 -5.27 0.15
*
```

The total energy comes out at -3313.60716 Eh. The relative energy (zero: lowest compared OMol25 entry of this formula, charge and spin) comes out at 170.2 kJ/mol. For the highest occupied orbital energy, the calculation gives -15.536 eV.


No. 2
DFT (the ωB97M-V functional and the def2-TZVPD basis) results for C28H29N3O3SSeTi as an isolated structure.

ORCA input file:
```
! wB97M-V def2-TZVPD RIJCOSX def2/J DEFGRID3
* xyz -2 3
C -3.44 -0.53 3.33
C -3.35 1.71 0.37
H 3.91 -4.39 1.82
C -0.50 1.64 0.73
C -2.57 1.34 -0.72
H -4.52 -2.36 0.22
C 3.36 -3.47 1.58
H 1.38 1.53 -1.84
C 6.24 -0.21 -2.41
H -6.14 -1.36 1.76
C -2.80 -1.77 1.37
C 1.25 -4.29 2.65
H -6.44 1.13 -0.91
H -2.26 3.75 -1.51
C -4.73 1.64 0.30
H -5.32 1.91 1.17
C -4.58 0.82 -1.95
H 4.08 -2.64 1.53
C -0.71 4.67 -2.67
H 2.77 -3.14 3.60
C 0.79 2.41 -2.08
C -4.17 -1.86 1.11
C 2.27 -3.17 2.61
Ti 0.79 -1.11 0.42
H 3.23 1.22 0.92
N 2.57 -0.37 -0.29
N 4.01 -1.15 -2.02
H 0.71 -4.34 1.70
C -5.08 -1.29 1.98
C -1.25 3.65 -1.90
C 1.34 3.43 -2.85
C 4.95 -0.19 -1.66
N -4.75 -0.62 3.09
H 6.65 0.80 -2.54
H 0.50 -4.12 3.43
C -3.20 0.89 -1.88
C -0.51 2.52 -1.60
H 5.43 1.41 -0.30
H -5.06 0.46 -2.86
H -3.15 0.02 4.22
C 2.91 -1.19 -1.34
H 2.35 3.33 -3.22
Se -1.51 -2.55 0.21
H -1.30 5.55 -2.90
H 1.72 -5.27 2.83
S 1.59 -2.34 -1.63
H -1.16 -0.53 -1.20
H 0.78 -1.66 3.03
C -1.05 1.40 -0.71
H -1.41 -0.94 2.79
C -5.35 1.20 -0.86
C 0.59 4.56 -3.15
O -0.67 2.74 1.25
H 1.01 5.35 -3.76
H 7.01 -0.81 -1.91
H -2.60 0.60 -2.73
H -2.87 2.06 1.27
O -0.50 0.18 -1.22
C -2.45 -1.07 2.53
C 4.69 0.67 -0.60
H 2.92 -3.57 0.59
C 1.61 -1.82 2.33
H 2.33 -1.01 2.54
H 6.08 -0.65 -3.40
O 0.05 0.62 1.25
C 3.50 0.57 0.09
*
```

The total energy comes out at -5123.60791 Eh. As for the expectation value of S²: 2.025. The relative energy (zero: lowest compared OMol25 entry of this formula, charge and spin) comes out at 0.0 kJ/mol. For the highest occupied orbital energy (spin up / spin down), the calculation gives 0.634 / -2.033 eV.


No. 3
DFT (the ωB97M-V functional and the def2-TZVPD basis) results for C28H29N3OSV as an isolated structure.

ORCA input file:
```
! wB97M-V def2-TZVPD RIJCOSX def2/J DEFGRID3
* xyz 2 2
S -1.73 -1.57 -0.82
C -3.41 2.73 4.24
H -2.28 0.91 4.16
H -4.04 -1.48 -2.79
C -4.43 0.64 -2.92
C 2.94 1.11 -0.76
H -3.81 3.49 3.57
C 0.81 -0.25 -0.88
C 1.68 0.85 -0.26
C 2.11 -2.19 0.29
H -2.72 3.09 -1.30
H 3.90 -3.87 3.24
H 0.20 0.80 -2.80
H 3.30 -3.26 -2.38
H -3.87 1.68 1.65
H 1.46 -4.17 2.94
C 3.39 -3.40 2.41
C 0.64 -0.07 -2.36
H -0.67 2.68 3.47
C 1.37 -2.96 1.18
C 1.13 -1.14 -3.01
H -1.73 3.11 2.08
C -2.65 1.66 3.46
C 3.24 2.89 0.83
N -1.28 0.99 -0.26
C -3.74 -0.49 -2.47
H 1.59 3.28 2.14
H 2.21 -1.66 -4.78
H 4.04 -1.43 -0.27
V -0.64 1.25 1.37
H 1.84 -3.71 -3.28
C 2.02 -3.56 2.25
C -2.70 -0.30 -1.59
H -4.61 2.77 -2.88
H 3.85 3.68 1.25
C -4.07 1.91 -2.51
H 0.84 -0.58 -5.03
H 3.32 0.53 -1.60
C -3.56 0.98 2.43
C 1.19 -1.44 -4.47
H 0.56 -2.29 -4.72
H 0.31 -3.09 1.04
H 5.19 -2.51 1.63
C -2.35 0.98 -1.17
C 1.19 1.65 0.78
C 3.48 -2.02 0.44
H -3.09 0.11 1.95
C -3.02 2.10 -1.62
H -4.46 0.61 2.91
H 4.71 2.31 -0.62
O -0.38 -0.48 1.25
H -2.78 3.21 4.98
C -0.58 -0.33 -0.16
N 1.62 -2.04 -2.08
H 1.94 -4.03 -1.54
C 1.96 2.66 1.33
C 3.72 2.12 -0.22
H -4.25 2.27 4.77
N 1.44 -1.58 -0.83
C 4.12 -2.63 1.50
C 2.22 -3.34 -2.33
C -1.44 2.30 2.79
H -5.25 0.51 -3.62
*
```

The total energy comes out at -2665.40172 Eh. As for the expectation value of S²: 0.767. The relative energy (zero: lowest compared OMol25 entry of this formula, charge and spin) comes out at 421.8 kJ/mol. For the highest occupied orbital energy (spin up / spin down), the calculation gives -14.017 / -14.069 eV.


No. 4
DFT (the ωB97M-V functional and the def2-TZVPD basis) results for C28H29N6OReSSe2 as an isolated structure.

ORCA input file:
```
! wB97M-V def2-TZVPD RIJCOSX def2/J DEFGRID3
* xyz 3 4
C 4.19 -0.63 -2.72
N -0.70 -0.01 -1.05
C -2.56 3.19 2.19
O -0.34 -4.01 -0.02
H -3.98 2.44 -0.76
Se 1.79 2.54 0.87
H 3.98 0.90 3.58
H -0.71 2.33 2.85
C -2.58 -0.04 -3.35
H -1.40 0.33 3.29
C -2.69 -1.84 -5.44
N 0.81 -2.05 0.31
N -0.99 -1.09 1.85
Se 2.01 -0.39 2.81
H 4.15 -1.54 3.30
C -3.48 3.21 1.16
C 2.65 0.80 -1.61
C 3.08 1.22 3.05
H 2.15 4.66 2.10
H 2.66 -3.06 0.33
H -4.39 0.80 -4.16
H -3.28 1.53 -2.22
C 1.33 3.96 2.12
C -2.09 1.67 -0.03
C -3.67 -0.86 -5.32
H 4.01 -2.70 -2.15
H 3.05 -2.63 2.43
C -2.32 -3.09 1.89
C -3.24 2.44 0.03
N -1.21 1.63 0.98
C -1.44 2.38 2.05
H 2.19 1.77 -1.50
C 3.47 -1.63 2.45
S -0.23 -1.06 -2.38
H 4.03 2.82 1.95
C -3.62 0.04 -4.26
H 0.43 4.45 1.75
C 1.98 -2.57 -0.38
H -2.49 -4.07 1.47
H 3.94 1.30 1.06
H -4.47 -0.80 -6.04
H 3.97 1.48 -3.13
H 1.17 3.59 3.14
C 2.66 -1.45 -1.08
C -1.66 -1.93 -4.51
C -1.28 -2.33 1.40
C -1.61 -1.01 -3.47
C -1.69 -0.63 2.89
C -3.08 -2.58 2.93
C 3.41 1.94 1.76
C -2.73 -1.34 3.46
H 4.98 -0.80 -3.45
H -3.89 -3.15 3.35
C 3.67 -1.68 -1.99
C 3.65 0.63 -2.55
N -2.55 0.84 -2.24
H -3.25 -0.93 4.32
H 1.67 -3.34 -1.09
H 3.98 -1.38 1.52
C -0.28 -2.91 0.45
H 2.51 1.85 3.74
C -1.75 0.78 -1.18
H -2.73 -2.54 -6.25
N 2.19 -0.20 -0.82
H -4.38 3.81 1.22
H -0.90 -2.69 -4.61
H -2.70 3.77 3.09
Re 0.58 -0.14 0.64
*
```

The total energy comes out at -6766.62590 Eh. As for the expectation value of S²: 3.780. The relative energy (zero: lowest compared OMol25 entry of this formula, charge and spin) comes out at 45.8 kJ/mol. For the highest occupied orbital energy (spin up / spin down), the calculation gives -15.636 / -15.690 eV.


No. 5
DFT (the ωB97M-V functional and the def2-TZVPD basis) results for C28H30AsBaF5NO9P2STe as an isolated structure.

ORCA input file:
```
! wB97M-V def2-TZVPD RIJCOSX def2/J DEFGRID3
* xyz -1 1
C -1.22 6.03 -1.30
O 2.71 1.05 1.91
C -6.49 1.32 1.09
H -1.30 3.10 1.72
C -5.34 1.84 0.51
H 5.77 2.17 -1.33
C -4.11 1.20 0.63
F -1.57 -3.36 -1.73
H 0.95 1.23 4.29
O -2.57 -2.10 2.13
C 0.23 4.14 -0.89
F 0.47 -4.06 -0.66
C 4.38 5.17 -0.64
C 5.35 4.24 -1.02
C 3.81 0.34 4.30
H -0.82 5.23 0.64
H 4.47 0.38 -0.48
H 0.03 4.75 5.44
O -2.99 1.77 0.12
C 0.47 4.06 -2.26
O 0.13 -1.93 1.04
O -1.68 0.16 1.89
C 1.00 0.22 3.88
Te -0.97 -3.06 0.04
O 2.76 -1.02 -1.12
C 1.83 4.00 2.67
H 4.81 0.27 3.86
S -2.62 -0.86 1.39
H 3.71 -1.71 1.94
H 0.90 -0.52 4.67
C 1.55 4.43 3.96
C -6.48 0.13 1.80
H -1.43 6.64 -3.35
H 3.73 -0.39 5.11
C -4.14 -0.05 1.37
C -5.29 -0.58 1.92
C -0.12 4.95 -3.14
H 1.12 3.28 -2.65
H 0.08 4.87 -4.20
H -1.79 3.88 3.99
H 2.90 -2.29 3.42
H 1.88 -1.38 -1.35
H 2.86 3.98 2.32
O -2.49 -1.21 -0.19
H -5.23 -1.53 2.44
P 1.08 2.86 0.16
C 3.60 0.97 -0.76
C 2.78 3.38 -0.30
H -7.38 -0.25 2.24
C -0.62 5.13 -0.42
H 2.36 4.77 4.59
C 0.25 4.41 4.43
H -7.42 1.86 0.98
H 0.17 0.11 3.18
C 3.12 4.73 -0.28
C 3.75 2.44 -0.69
H -5.38 2.77 -0.06
C -0.77 3.93 3.62
F -0.70 -4.40 1.35
C -0.97 5.94 -2.66
H 3.69 1.35 4.71
N 2.56 0.35 -1.16
H 1.97 -2.00 1.94
F -2.69 -3.83 0.19
C 5.03 2.90 -1.04
As -2.68 2.01 -2.00
C 0.81 3.55 1.83
H 2.37 5.46 0.01
C -0.49 3.50 2.33
Ba -0.51 0.05 -0.21
P 2.57 0.06 3.02
H -3.12 -0.18 -2.60
H 6.34 4.57 -1.31
O -1.07 1.37 -2.12
F 0.13 -1.71 -1.65
C 2.80 -1.65 2.54
H -1.87 6.80 -0.91
O -3.65 0.63 -2.51
H 4.62 6.23 -0.62
*
```

The total energy comes out at -5926.56268 Eh. For the highest occupied orbital energy, the calculation gives -5.962 eV.


No. 6
DFT (the ωB97M-V functional and the def2-TZVPD basis) results for C28H30BaClN4O5S3 as an isolated structure.

ORCA input file:
```
! wB97M-V def2-TZVPD RIJCOSX def2/J DEFGRID3
* xyz -1 1
C 10.49 10.91 18.80
H 8.24 9.64 10.33
H 14.72 9.93 16.29
C 13.94 6.25 12.24
S 11.84 12.95 9.42
N 11.60 13.03 19.45
Cl 14.17 5.70 8.32
C 12.84 12.45 17.56
C 13.58 7.75 9.97
H 10.27 10.05 14.94
C 10.25 7.70 12.64
H 9.39 14.07 18.60
H 13.35 8.12 13.24
H 5.76 11.46 17.59
C 8.88 10.51 10.11
C 9.46 10.19 18.20
N 12.71 13.10 18.87
H 7.39 12.81 17.74
H 10.91 13.93 12.89
C 9.77 9.49 14.14
S 12.81 11.92 6.70
C 8.36 10.92 17.78
H 14.42 4.61 10.93
C 6.19 10.88 16.82
O 13.49 10.38 14.03
C 13.38 11.02 15.13
S 14.07 10.90 9.15
H 5.52 10.05 16.56
H 9.71 8.08 11.78
H 6.39 11.53 15.97
H 9.50 9.13 18.13
C 11.46 14.08 16.22
C 13.79 11.46 17.50
C 14.07 5.66 11.00
N 13.37 8.33 11.16
O 9.66 11.08 12.31
Ba 12.45 11.05 11.68
N 12.08 12.66 13.96
H 8.31 9.52 12.49
H 11.25 9.05 8.42
H 9.13 8.80 14.69
H 9.54 6.98 13.19
C 8.89 10.20 13.14
H 11.08 7.15 12.34
H 9.62 12.35 10.78
H 8.44 10.91 9.24
C 10.51 12.29 18.83
H 7.97 11.98 11.44
C 11.31 13.68 13.87
H 10.29 15.29 14.88
C 9.37 12.99 18.49
C 8.28 12.27 17.99
H 13.53 8.39 9.09
C 14.04 10.75 16.34
O 10.81 8.71 13.46
C 12.27 12.93 16.36
C 13.93 6.43 9.86
H 14.31 11.24 18.44
H 10.17 10.26 7.68
H 11.19 14.57 17.11
C 12.89 11.97 8.37
C 10.25 9.50 8.50
H 9.50 8.71 8.35
H 8.09 10.80 13.66
C 13.55 7.62 12.29
O 7.35 10.20 17.28
H 14.01 5.74 13.18
H 11.43 10.43 19.05
C 8.97 11.55 11.16
O 10.16 10.05 9.76
C 12.58 12.23 15.16
C 11.00 14.45 14.99
*
```

The total energy comes out at -3360.50044 Eh. The relative energy (zero: lowest compared OMol25 entry of this formula, charge and spin) comes out at 42.8 kJ/mol. For the highest occupied orbital energy, the calculation gives -3.387 eV.